1.
Entry from the OMol25 dataset: a molecular structure, C24H60F2K2NO20P4S2 in a non-equilibrium geometry (the ωB97M-V functional and the def2-TZVPD basis).

Cartesian coordinates (Å):
K1 19.789 -10.576 -2.670
K2 21.504 -10.147 -6.219
S1 18.138 -10.065 -6.179
S2 18.620 -12.518 -5.739
P1 20.893 -6.440 -8.293
P2 20.139 -14.217 -0.645
P3 13.009 -7.056 -5.448
P4 12.334 -14.839 -8.689
F1 18.028 -9.034 -4.906
F2 19.730 -13.429 -4.974
O1 11.482 -13.905 -7.682
O2 13.532 -13.902 -9.213
O3 11.370 -14.927 -10.005
O4 19.012 -14.962 -1.492
O5 22.002 -5.517 -9.157
O6 20.566 -5.468 -7.048
O7 20.273 -12.692 -0.771
O8 21.292 -7.872 -7.949
O9 12.635 -8.511 -4.789
O10 18.851 -9.352 -7.170
O11 11.694 -6.605 -6.289
O12 21.589 -14.951 -0.871
O13 17.433 -12.923 -5.037
O14 14.115 -7.414 -6.623
O15 19.952 -14.704 0.860
O16 18.824 -12.937 -7.153
O17 19.476 -6.264 -9.050
O18 12.848 -16.119 -8.116
O19 16.728 -10.441 -6.487
O20 13.644 -6.125 -4.498
N1 19.118 -11.108 -5.293
C1 14.787 -13.880 -8.533
C2 9.659 -7.260 -6.852
C3 15.415 -12.512 -8.796
C4 23.835 -14.219 -0.901
C5 19.664 -7.629 -11.152
C6 20.181 -5.295 -4.847
C7 12.223 -12.543 -5.942
C8 14.625 -9.943 -4.165
C9 18.503 -16.523 -3.253
C10 24.135 -5.518 -7.946
C11 19.580 -15.902 -2.416
C12 18.697 -14.496 1.460
C13 10.273 -16.954 -10.544
C14 11.714 -13.923 -6.317
C15 14.578 -6.320 -7.447
C16 13.388 -9.128 -3.705
C17 18.842 -7.263 -9.878
C18 19.579 -5.691 -6.140
C19 11.010 -7.543 -7.123
C20 23.375 -6.061 -9.200
C21 22.671 -14.715 -0.006
C22 18.640 -13.103 2.061
C23 10.098 -15.550 -9.977
C24 14.493 -6.874 -8.842
H1 18.767 -4.966 -6.192
H2 17.873 -13.033 2.832
H3 14.628 -13.910 -7.455
H4 15.620 -6.257 -7.131
H5 14.924 -10.527 -3.294
H6 10.910 -14.246 -5.655
H7 23.925 -14.957 -1.698
H8 23.889 -4.457 -7.929
H9 9.282 -15.141 -10.573
H10 17.858 -6.933 -10.211
H11 23.388 -7.143 -9.329
H12 20.339 -4.217 -4.841
H13 18.705 -8.214 -9.363
H14 11.245 -8.600 -7.000
H15 12.452 -14.687 -6.074
H16 22.886 -15.612 0.575
H17 14.038 -5.404 -7.208
H18 19.546 -12.999 2.658
H19 18.344 -12.352 1.329
H20 16.438 -12.515 -8.422
H21 15.402 -9.200 -4.347
H22 10.978 -17.020 -11.373
H23 13.191 -12.252 -6.349
H24 9.381 -17.535 -10.775
H25 9.484 -6.216 -6.596
H26 14.940 -11.626 -8.377
H27 12.278 -12.376 -4.866
H28 17.880 -17.254 -2.738
H29 19.455 -5.330 -4.034
H30 13.467 -6.770 -9.196
H31 19.327 -6.751 -6.119
H32 23.592 -13.295 -1.425
H33 22.396 -13.947 0.717
H34 11.584 -11.857 -6.499
H35 9.343 -8.094 -6.226
H36 18.606 -15.141 2.333
H37 23.785 -5.983 -7.025
H38 25.093 -6.034 -8.010
H39 14.711 -7.940 -8.778
H40 12.668 -9.812 -3.256
H41 9.080 -7.401 -7.765
H42 17.823 -15.872 -3.803
H43 20.211 -6.720 -11.403
H44 23.744 -5.578 -10.105
H45 24.830 -14.148 -0.461
H46 14.471 -10.567 -5.045
H47 13.722 -8.387 -2.979
H48 11.173 -7.220 -8.152
H49 20.355 -15.401 -2.997
H50 21.126 -5.696 -4.479
H51 17.776 -14.717 0.919
H52 9.791 -15.591 -8.932
H53 10.810 -17.488 -9.760
H54 20.315 -8.503 -11.175
H55 19.040 -7.562 -12.043
H56 19.963 -16.693 -1.771
H57 15.481 -14.672 -8.816
H58 19.184 -17.040 -3.930
H59 15.113 -6.427 -9.619
H60 15.544 -12.270 -9.851

Its total energy is -165215.246 eV. Its molecular weight is 986.953 g mol⁻¹. As for the total charge: +1.

These are the Mulliken partial charges, in e, on atoms 1 to 6: 0.926, 0.983, 0.730, 0.972, 0.784, 0.979

***

2.
Entry from the OMol25 dataset: 7 unconnected molecules or ions with the total composition C24H60INO10P in a non-equilibrium geometry (the ωB97M-V functional and the def2-TZVPD basis).

Cartesian coordinates (Å):
I1 5.490 -0.970 -0.973
P1 1.873 2.718 -1.325
O1 3.003 2.867 -2.479
O2 -4.240 1.812 1.214
O3 2.016 3.807 -0.374
O4 7.622 4.145 -2.284
O5 -7.864 -2.478 4.267
O6 0.508 2.760 -2.152
O7 -3.227 -1.935 0.940
O8 0.527 0.060 -5.324
O9 1.091 -1.910 0.948
O10 4.940 -2.479 4.221
N1 0.466 -1.265 0.030
C1 4.907 0.051 1.790
C2 -3.972 4.123 0.486
C3 3.544 1.129 -0.044
C4 -4.790 2.847 0.402
C5 -0.059 1.358 -5.329
C6 1.126 1.000 0.626
C7 2.107 1.054 -0.586
C8 1.064 -1.322 -1.321
C9 4.097 -0.199 0.494
C10 -5.320 -2.160 2.177
C11 -0.047 0.046 0.468
C12 0.350 2.157 -6.553
C13 6.872 2.977 -1.967
C14 1.862 -0.022 -1.696
C15 -1.136 0.587 -0.434
C16 -4.650 -1.957 0.832
C17 -0.679 -0.157 1.858
C18 0.015 -1.636 -2.406
C19 6.718 2.059 -3.166
C20 -9.083 -3.218 4.231
C21 -10.243 -2.370 3.742
C22 4.084 -3.517 3.746
C23 2.025 -2.511 -1.370
C24 2.727 -3.467 4.422
H1 -2.942 3.936 0.180
H2 3.977 -3.368 2.672
H3 -4.798 2.466 -0.618
H4 5.175 1.093 1.894
H5 0.597 3.425 -2.861
H6 -0.985 -1.323 -2.138
H7 3.524 1.850 0.762
H8 -4.939 -2.749 0.132
H9 -9.296 -3.619 5.227
H10 0.058 1.633 -7.463
H11 0.092 -0.229 2.608
H12 2.069 -4.251 4.043
H13 -4.939 -0.998 0.404
H14 -5.026 -1.370 2.869
H15 2.928 -2.349 -0.808
H16 5.822 -0.524 1.759
H17 -4.232 2.124 2.126
H18 -1.138 1.214 -5.311
H19 6.160 1.160 -2.893
H20 4.236 1.524 -0.777
H21 4.366 -0.317 2.652
H22 5.890 3.270 -1.578
H23 4.562 -4.489 3.912
H24 2.829 -3.595 5.503
H25 0.708 1.991 0.765
H26 1.434 2.288 -6.584
H27 3.319 -0.909 0.739
H28 -11.164 -2.953 3.699
H29 0.326 -1.275 -3.374
H30 2.320 -2.608 -2.411
H31 7.413 2.469 -1.169
H32 -10.032 -1.976 2.747
H33 -5.826 3.037 0.704
H34 -4.391 4.901 -0.155
H35 -7.988 -1.736 4.869
H36 -3.947 4.499 1.511
H37 7.695 1.762 -3.548
H38 -1.219 -1.089 1.825
H39 -6.405 -2.156 2.085
H40 -5.017 -3.112 2.621
H41 3.374 2.000 -2.718
H42 7.149 4.619 -2.977
H43 -1.358 0.652 2.096
H44 2.253 -2.501 4.249
H45 -1.612 1.437 0.032
H46 -2.949 -2.782 1.310
H47 5.046 -2.601 5.171
H48 1.380 0.435 -2.550
H49 1.485 0.163 -5.329
H50 6.191 2.569 -3.978
H51 -0.803 0.805 -1.441
H52 -1.903 -0.179 -0.498
H53 1.676 0.795 1.534
H54 -10.405 -1.518 4.405
H55 -8.912 -4.056 3.558
H56 -0.116 3.143 -6.553
H57 0.230 1.882 -4.415
H58 1.527 -3.427 -1.087
H59 2.831 -0.353 -2.052
H60 -0.025 -2.716 -2.494

Its total energy is -65214.838 eV. Its molecular weight is 680.619 g mol⁻¹. As for the total charge: 0. The spin multiplicity is 2.

These are the Mulliken partial charges, in e, on atoms 1 to 6: 0.076, 1.057, -0.551, -0.359, -0.800, -0.551

***

3.
Entry from the OMol25 dataset: a molecular structure, C24H60N12O21S3 in a non-equilibrium geometry (the ωB97M-V functional and the def2-TZVPD basis).

Cartesian coordinates (Å):
S1 -3.184 17.729 2.579
S2 -6.433 14.547 7.310
S3 0.277 14.177 -2.158
O1 -3.018 13.947 1.035
O2 -2.508 17.017 1.309
O3 -7.068 19.497 -3.086
O4 -3.323 16.913 3.724
O5 -0.567 13.150 -1.643
O6 -4.632 17.888 1.880
O7 -7.731 19.227 5.030
O8 -1.567 22.803 3.723
O9 0.698 13.949 -3.492
O10 1.482 14.472 -1.178
O11 -6.137 13.891 8.529
O12 -2.581 19.517 -3.420
O13 -4.848 22.886 0.275
O14 -6.616 13.812 6.113
O15 -7.646 15.535 7.581
O16 -0.389 15.652 -1.990
O17 1.631 21.404 0.600
O18 -5.396 15.784 7.109
O19 -2.628 19.033 2.724
O20 -3.606 12.022 5.390
O21 -4.572 15.477 -2.549
N1 -2.314 12.419 2.552
N2 -3.448 13.545 -2.074
N3 -5.264 18.103 -2.969
N4 -2.429 24.095 2.082
N5 -5.548 21.837 -1.606
N6 -4.535 23.903 -1.727
N7 -2.988 13.179 7.280
N8 -7.374 17.309 -2.540
N9 -3.502 14.324 -4.201
N10 -3.219 21.965 2.352
N11 -1.412 14.540 2.561
N12 -3.045 14.239 5.275
C1 -7.573 16.613 6.623
C2 -2.201 18.326 -5.406
C3 -6.077 16.950 6.605
C4 -3.356 16.980 0.177
C5 0.942 15.215 -0.092
C6 -3.886 14.521 -2.910
C7 -1.952 18.335 -3.900
C8 -2.590 20.489 -4.487
C9 -6.593 18.378 -2.885
C10 -8.408 18.565 3.985
C11 -1.952 19.795 -5.684
C12 -4.504 17.941 0.461
C13 -2.290 13.652 1.976
C14 -8.454 19.585 2.833
C15 -7.123 20.303 3.000
C16 -3.272 13.046 5.950
C17 0.375 21.040 1.271
C18 -2.355 22.917 2.794
C19 0.101 16.270 -0.786
C20 1.725 20.793 -0.662
C21 -4.961 22.864 -0.957
C22 -0.186 19.930 0.381
C23 -7.005 20.381 4.523
C24 0.322 20.320 -1.004
H1 0.436 14.541 0.603
H2 -1.567 12.047 3.106
H3 0.309 19.501 -1.723
H4 -4.816 23.873 -2.688
H5 -5.686 20.950 -1.162
H6 -3.954 14.837 -4.935
H7 -3.224 18.047 -5.653
H8 -3.262 15.125 5.695
H9 -8.015 16.226 5.710
H10 -1.239 15.421 2.116
H11 -0.896 20.057 -5.776
H12 -2.068 21.412 -4.226
H13 -0.244 21.935 1.226
H14 -9.451 18.329 4.209
H15 -1.841 24.829 2.425
H16 -3.163 12.487 7.985
H17 -5.420 17.508 0.067
H18 -1.273 19.866 0.286
H19 -0.878 18.361 -3.662
H20 -3.059 11.835 2.219
H21 -9.211 20.347 3.047
H22 0.163 18.959 0.746
H23 -3.921 22.314 1.701
H24 -3.165 12.705 -2.545
H25 -0.771 14.176 3.244
H26 -7.909 17.646 3.656
H27 0.795 17.028 -1.160
H28 -5.821 17.755 7.292
H29 -8.670 19.148 1.860
H30 -3.114 21.027 2.697
H31 -4.604 18.855 -2.857
H32 -8.142 17.394 7.116
H33 -2.877 14.127 7.594
H34 0.676 20.786 2.280
H35 -7.162 21.314 2.601
H36 -1.499 17.610 -5.834
H37 2.402 19.927 -0.613
H38 -6.929 16.408 -2.471
H39 -2.725 13.739 -4.451
H40 -0.571 16.756 -0.079
H41 -5.955 20.284 4.796
H42 -6.338 19.706 2.543
H43 -2.863 17.117 -0.789
H44 -3.150 24.207 1.392
H45 -3.612 13.532 -1.079
H46 -3.995 24.597 -1.248
H47 -8.369 17.388 -2.473
H48 -2.699 14.238 4.331
H49 -5.792 17.299 5.613
H50 -2.375 20.158 -6.625
H51 -4.284 18.938 0.077
H52 -0.293 21.158 -1.336
H53 -3.651 20.733 -4.597
H54 -5.729 21.923 -2.590
H55 1.702 15.692 0.526
H56 -2.294 17.454 -3.348
H57 -3.706 15.954 0.036
H58 -5.007 17.138 -2.764
H59 -7.535 21.215 4.978
H60 2.133 21.453 -1.432

Its total energy is -119247.886 eV. Its molecular weight is 949.008 g mol⁻¹. As for the total charge: 0.

These are the Mulliken partial charges, in e, on atoms 1 to 6: 0.642, 1.159, 1.075, -0.583, -0.059, -0.698

***

4.
Entry from the OMol25 dataset: 6 unconnected molecules or ions with the total composition C24H60O6 in a non-equilibrium geometry (the ωB97M-V functional and the def2-TZVPD basis).

Cartesian coordinates (Å):
O1 35.778 80.967 61.867
O2 39.443 88.098 69.253
O3 42.933 87.253 62.812
O4 37.441 87.901 64.745
O5 39.073 83.871 65.796
O6 40.660 84.289 59.637
C1 38.249 87.861 68.404
C2 44.860 85.889 63.458
C3 38.941 89.551 65.062
C4 38.121 88.752 63.964
C5 35.848 86.299 64.872
C6 34.546 80.243 62.033
C7 40.940 82.870 59.491
C8 40.135 84.774 66.231
C9 43.224 88.494 62.259
C10 36.503 81.343 62.993
C11 42.257 89.445 62.964
C12 40.388 88.742 68.581
C13 36.645 86.964 63.990
C14 41.797 82.530 58.319
C15 38.355 83.302 66.835
C16 33.941 79.900 60.754
C17 37.762 82.131 62.683
C18 37.339 87.126 69.259
C19 40.416 85.764 65.283
C20 43.973 86.307 62.428
C21 41.538 89.086 69.572
C22 37.172 82.465 66.374
C23 40.023 84.579 60.919
C24 40.103 85.950 61.173
H1 40.559 88.004 67.813
H2 35.879 87.542 63.480
H3 45.595 86.719 63.549
H4 38.093 83.897 67.715
H5 41.138 82.727 57.451
H6 42.135 88.268 69.845
H7 37.795 88.836 68.167
H8 36.417 83.020 65.878
H9 41.271 89.216 62.519
H10 40.859 83.871 66.322
H11 39.715 86.776 60.334
H12 37.661 83.085 62.101
H13 40.037 82.337 59.415
H14 43.441 85.381 62.209
H15 44.237 88.917 62.512
H16 36.493 86.876 68.505
H17 39.045 88.289 63.468
H18 38.081 82.396 63.587
H19 42.177 89.841 68.975
H20 42.522 83.290 58.198
H21 34.536 79.453 62.668
H22 33.661 80.740 60.172
H23 41.231 86.341 61.219
H24 45.485 85.049 63.033
H25 35.815 81.898 63.545
H26 38.229 87.272 67.570
H27 34.654 79.265 59.968
H28 39.333 86.292 61.963
H29 35.400 86.987 65.467
H30 41.599 82.756 60.298
H31 38.616 81.525 62.310
H32 39.251 90.569 64.693
H33 37.358 81.649 65.594
H34 36.954 87.488 70.056
H35 39.482 86.099 65.051
H36 38.753 84.427 60.966
H37 32.972 79.293 60.974
H38 37.879 86.114 69.439
H39 36.850 80.406 63.589
H40 39.762 85.365 67.180
H41 40.497 84.128 61.783
H42 36.626 85.874 65.530
H43 42.154 81.451 58.449
H44 40.125 89.689 68.103
H45 35.287 85.443 64.721
H46 44.308 85.685 64.555
H47 43.085 88.244 61.277
H48 37.415 86.344 63.436
H49 42.350 90.597 63.042
H50 38.427 89.936 66.030
H51 41.162 86.632 65.499
H52 42.204 89.048 64.113
H53 41.388 89.804 70.491
H54 36.766 81.916 67.105
H55 39.222 82.586 67.304
H56 44.499 86.591 61.557
H57 33.897 80.998 62.433
H58 40.888 85.365 64.435
H59 37.685 89.323 63.410
H60 39.887 88.946 65.526

Its total energy is -38131.368 eV. Its energy above the lowest of the compared OMol25 structures with the same formula, charge and spin is 268.00 kcal per mole. As for the SMILES: CCOCC.CCOCC.CCOCC.CCOCC.CCOCC.CCOCC. Its molecular weight is 444.738 g mol⁻¹. As for the total charge: 0.

These are the Mulliken partial charges, in e, on atoms 1 to 6: -0.287, -0.417, 0.036, -0.355, -0.090, -0.406

***

The highest molecular weight belongs to which entry? C24H60F2K2NO20P4S2

***

Which of these has the lowest molecular weight? C24H60O6

***

Which of these has the lowest total energy? C24H60F2K2NO20P4S2